Entry 1:
Formula: C28H48N2O4
Source: the OMol25 dataset
Level of theory: ωB97M-V with the def2-TZVPD basis set

* HOMO level: -7.89 eV
* net charge: 0
* DFT total energy: -1506.1732 hartree
* SMILES string: CCN(C[C@@H](O)COc1ccc(OC[C@H](O)CN(CC)C2CCCCC2)cc1)C1CCCCC1
* ΔE to the lowest compared entry with this formula, charge and spin: 0.0 kcal per mole
* HOMO-LUMO gap: 8.6 eV
* largest force on an atom: 0.70 eV/A
* LUMO level: 0.02546 hartree

The geometry in XYZ format:
```
82
Properties=species:S:1:pos:R:3:lowdin_charge:R:1
C 6.3031 1.9709 -0.3357 -0.0739
H 6.5167 1.6908 0.6929 0.0762
H 7.2443 2.0795 -0.8691 0.0717
H 5.7974 2.9329 -0.3298 0.0680
C 5.4451 0.8998 -1.0063 -0.2436
N 4.1663 0.7583 -0.3270 -0.1661
C 3.1891 1.7687 -0.6959 -0.1172
H 3.7049 2.5910 -1.1949 0.1261
H 2.4181 1.3929 -1.3799 0.1291
C 2.5156 2.3238 0.5770 -0.3448
O 3.4646 2.4742 1.6000 -0.0225
H 4.1561 1.8178 1.4010 0.0713
C 1.8803 3.6955 0.3040 -0.1432
O 0.8317 3.6309 -0.6313 -0.0377
C -0.4301 3.3015 -0.2213 -0.2734
C -1.3891 3.2467 -1.2306 0.0057
C -2.7116 2.9641 -0.9524 -0.0115
C -3.1138 2.7324 0.3592 -0.2774
C -2.1532 2.7719 1.3667 -0.0091
C -0.8272 3.0465 1.0877 -0.0239
H -0.1186 3.0555 1.9006 0.1131
H -2.4675 2.5866 2.3821 0.1233
O -4.3976 2.4847 0.7694 -0.0480
C -5.3764 2.1601 -0.1873 -0.1453
H -6.3288 2.1913 0.3473 0.1419
H -5.4173 2.8901 -1.0030 0.1283
C -5.1700 0.7507 -0.7627 -0.3363
O -6.1405 0.5809 -1.7752 -0.0185
H -6.0546 -0.3082 -2.1362 0.0838
C -5.2739 -0.3120 0.3617 -0.1246
N -4.3335 -1.4043 0.2905 -0.1399
C -4.5639 -2.3379 -0.7931 -0.2532
C -4.1764 -3.7692 -0.4241 -0.0782
H -4.6115 -4.0294 0.5365 0.0793
H -4.5526 -4.4555 -1.1796 0.0706
H -3.0994 -3.8900 -0.3625 0.0539
H -5.6402 -2.3328 -0.9906 0.1133
H -4.0530 -2.0536 -1.7283 0.1126
C -2.9611 -1.0314 0.6316 -0.3050
C -1.9238 -1.1078 -0.4951 -0.1384
C -0.5882 -0.5588 0.0014 -0.1859
C -0.0994 -1.3355 1.2202 -0.2089
C -1.1408 -1.2968 2.3331 -0.1891
C -2.4694 -1.8522 1.8326 -0.1390
H -2.3459 -2.8969 1.5482 0.1058
H -3.2221 -1.8069 2.6206 0.1175
H -0.7913 -1.8770 3.1899 0.1103
H -1.2789 -0.2635 2.6595 0.1110
H 0.8395 -0.9090 1.5817 0.0942
H 0.0886 -2.3753 0.9383 0.1103
H 0.1506 -0.6174 -0.8026 0.1024
H -0.7097 0.4944 0.2643 0.0929
H -1.7885 -2.1406 -0.8201 0.1099
H -2.2513 -0.5198 -1.3561 0.1098
H -2.9892 0.0148 0.9568 0.1314
H -5.1261 0.1875 1.3219 0.1263
H -6.2903 -0.7186 0.3542 0.1325
H -4.1613 0.6998 -1.2017 0.1322
H -3.4181 2.9408 -1.7667 0.1133
H -1.0747 3.4400 -2.2441 0.1207
H 2.6323 4.3522 -0.1436 0.1374
H 1.5620 4.1433 1.2507 0.1272
H 1.7269 1.6255 0.9061 0.1346
C 3.6200 -0.5919 -0.2433 -0.3178
C 4.4032 -1.4373 0.7659 -0.1401
C 3.7317 -2.7947 0.9549 -0.1934
C 3.6195 -3.5294 -0.3776 -0.2019
C 2.8473 -2.6873 -1.3885 -0.1935
C 3.5248 -1.3345 -1.5842 -0.1438
H 4.5242 -1.4895 -1.9953 0.1147
H 2.9588 -0.7326 -2.2996 0.1139
H 2.7889 -3.2129 -2.3444 0.1107
H 1.8278 -2.5340 -1.0278 0.0982
H 3.1178 -4.4882 -0.2322 0.1084
H 4.6206 -3.7321 -0.7656 0.1137
H 4.3078 -3.3943 1.6627 0.1102
H 2.7337 -2.6509 1.3739 0.0999
H 5.4255 -1.5916 0.4160 0.1124
H 4.4520 -0.9054 1.7180 0.1183
H 2.6034 -0.4768 0.1477 0.1283
H 5.9769 -0.0500 -0.9495 0.1060
H 5.3139 1.1456 -2.0716 0.1225
```


Entry 2:
Formula: C28H48N3O17
Source: the OMol25 dataset
Level of theory: ωB97M-V with the def2-TZVPD basis set

* HOMO level: -11.78 eV
* net charge: +1
* DFT total energy: -2538.6792 hartree
* HOMO-LUMO gap: 6.9 eV
* largest force on an atom: 6.17 eV/A
* LUMO level: -0.17967 hartree

The geometry in XYZ format:
```
96
Properties=species:S:1:pos:R:3:lowdin_charge:R:1
C 0.4290 -6.8847 0.9115 -0.1001
C 0.1039 -5.6016 1.9292 -0.2319
O -1.3131 -5.2226 1.8306 -0.2002
C -1.5061 -3.9198 1.1774 -0.1675
C -2.4882 -4.1837 -0.1446 -0.1513
O -1.7653 -5.1403 -0.9967 -0.1942
C -1.4889 -4.6019 -2.3375 -0.1453
C 0.0134 -3.9786 -2.5421 -0.2481
C -0.0746 -2.4794 -3.1995 -0.1036
N 1.2918 -1.9544 -2.7109 0.0966
C 1.2303 -2.4116 -1.2382 -0.1403
N 1.3210 -1.6365 -0.1085 0.2093
N 0.9871 -3.9281 -1.3855 0.0608
H 0.8817 -7.7849 1.5449 0.0840
H -0.5264 -7.2209 0.2984 0.0875
H 1.2584 -6.6202 0.1076 0.0576
H 0.8670 -4.7238 1.8055 0.1072
H 0.2602 -6.0449 3.0241 0.1299
H -2.0099 -3.1558 1.9258 0.1388
H -0.5333 -3.4166 0.7666 0.0852
H -2.6831 -3.1351 -0.6263 0.1249
H -3.5474 -4.5841 0.2312 0.1470
H -2.2716 -3.7917 -2.6638 0.1170
H -1.5751 -5.5154 -3.1007 0.1501
H 0.5244 -4.6362 -3.3643 0.1563
H -0.9113 -1.8742 -2.6065 0.1474
H -0.2379 -2.5200 -4.3610 0.1552
H 1.3558 -0.9211 -2.5791 0.0822
H 0.6805 -0.7875 -0.0705 0.1458
H 2.0289 -1.7903 0.6644 0.1717
H 1.9200 -4.3829 -1.6217 0.1552
C 1.5141 3.3758 3.8490 -0.0057
C 1.0163 2.2379 2.9819 -0.3316
C 2.0100 1.7762 1.9587 -0.1128
O 1.1730 1.2081 0.9661 0.0158
C -0.0212 1.8679 1.0489 -0.5031
O -0.9206 1.7755 0.2303 0.1304
O -0.0723 2.6494 2.1708 0.0819
H 0.6937 3.7900 4.4442 0.0891
H 2.3036 3.0355 4.5260 0.0929
H 1.9065 4.1981 3.2415 0.0901
H 0.6687 1.4105 3.6117 0.1642
H 2.7045 1.0306 2.3548 0.1357
H 2.5796 2.5917 1.5017 0.1452
C 4.8686 7.0658 3.6121 -0.0142
C 5.1061 5.6725 4.1569 -0.3468
C 6.5201 5.1968 4.0091 -0.1063
O 6.3617 3.7885 4.0075 0.0743
C 5.1128 3.5442 3.5086 -0.4928
O 4.6991 2.4424 3.1887 0.1201
O 4.3890 4.7014 3.4120 0.0620
H 3.7965 7.2855 3.5782 0.0924
H 5.3630 7.8186 4.2337 0.0967
H 5.2406 7.1618 2.5866 0.0919
H 4.7651 5.6132 5.1972 0.1660
H 7.1587 5.5152 4.8373 0.1489
H 6.9848 5.4910 3.0626 0.1445
C -5.0723 3.7958 4.0935 -0.0200
C -4.0928 4.7749 3.4799 -0.3507
C -2.6629 4.3319 3.5596 -0.1241
O -1.9659 5.5646 3.5040 0.0567
C -2.8064 6.5039 4.0326 -0.5032
O -2.4786 7.6438 4.3169 0.1371
O -4.0646 5.9942 4.2044 0.0891
H -6.0663 4.2483 4.1726 0.0911
H -5.1464 2.8861 3.4899 0.0905
H -4.7736 3.5166 5.1094 0.0900
H -4.3889 5.0060 2.4499 0.1642
H -2.3767 3.6855 2.7257 0.1306
H -2.4094 3.8366 4.5023 0.1408
C -5.2455 -5.6869 -2.5897 -0.0137
C -5.8048 -5.0426 -3.8413 -0.3500
C -5.2634 -3.6709 -4.1107 -0.1281
O -6.2973 -3.0899 -4.8866 0.0656
C -7.4557 -3.7064 -4.5040 -0.4996
O -8.5735 -3.3377 -4.8235 0.1468
O -7.1947 -4.7906 -3.7111 0.0909
H -5.8051 -6.5955 -2.3445 0.0963
H -4.1909 -5.9476 -2.7216 0.0765
H -5.3343 -5.0213 -1.7247 0.0839
H -5.6661 -5.7093 -4.7006 0.1649
H -4.3238 -3.6929 -4.6692 0.1355
H -5.1312 -3.0667 -3.2076 0.1370
C 3.9172 1.1393 -6.5672 -0.0151
C 3.3908 1.8520 -5.3386 -0.3475
C 4.3704 1.9102 -4.2054 -0.1061
O 3.5176 2.0416 -3.0811 0.0733
C 2.3391 1.4388 -3.4221 -0.4953
O 1.4354 1.1951 -2.6401 0.1071
O 2.3095 1.1413 -4.7573 0.0869
H 3.1084 0.9658 -7.2845 0.0927
H 4.7007 1.7272 -7.0550 0.0976
H 4.3266 0.1559 -6.3130 0.0908
H 3.0260 2.8495 -5.6109 0.1674
H 5.0488 2.7643 -4.2805 0.1501
H 4.9573 0.9940 -4.0858 0.1439
```